1.
{"formula": "C3H4O2S", "method": "ωB97M-V/def2-TZVPD", "total_charge": -2, "homo_lumo_gap_ev": 5.50, "smiles": "O=C([O-])CC[S-]", "homo_ev": 0.790, "max_force_ev_per_a": 1.16, "elements": ["S", "O", "O", "C", "C", "C", "H", "H", "H", "H"], "xyz": [[-2.2212, -1.6119, 0.0644], [2.0537, 0.2191, 0.5142], [1.2691, 2.1350, -0.3788], [-0.7807, -0.5985, 0.5636], [-0.0443, 0.0988, -0.5762], [1.2212, 0.9006, -0.1405], [0.0027, -1.1441, 1.0989], [-0.7397, 0.5961, -1.2601], [-1.0986, 0.1246, 1.3223], [0.3380, -0.7197, -1.2079]]}

2.
{"formula": "C3H4O2S", "method": "ωB97M-V/def2-TZVPD", "homo_lumo_gap_ev": 7.84, "homo_ev": -8.348, "max_force_ev_per_a": 4.13, "elements": ["S", "O", "O", "C", "C", "C", "H", "H", "H", "H"], "xyz": [[-2.9040, -0.2487, 0.0041], [-1.6258, -1.3686, -0.3190], [-1.6713, 0.9272, 0.1594], [1.7039, 0.2366, 0.0928], [0.4649, -0.1971, 0.4173], [-0.7077, 0.0875, -0.3835], [2.0876, 0.7718, -0.6936], [0.3168, -0.6983, 1.4308], [-0.3127, 0.4211, -1.4167], [2.6483, 0.0685, 0.7085]]}

3.
{"formula": "C3H4O2S", "method": "ωB97M-V/def2-TZVPD", "homo_lumo_gap_ev": [5.81, 5.66], "homo_ev": [-8.538, -8.473], "max_force_ev_per_a": 3.91, "elements": ["S", "O", "O", "C", "C", "C", "H", "H", "H", "H"], "xyz": [[-2.1476, 0.2057, 0.5273], [-3.1512, 1.1610, 0.0309], [-2.0285, -1.0227, -0.2694], [1.4133, -1.0205, 0.0813], [0.6793, 1.0985, -0.1724], [-0.5016, 1.0403, 0.1513], [1.4880, 1.6591, -0.6304], [1.5325, -0.7006, 1.1931], [0.5058, -1.5451, -0.2387], [2.2099, -0.8756, -0.6729]]}

4.
{"formula": "C3H4O2S", "method": "ωB97M-V/def2-TZVPD", "homo_lumo_gap_ev": 10.23, "smiles": "O=C1SC[C@@H]1O", "homo_ev": -9.933, "max_force_ev_per_a": 4.73, "elements": ["S", "O", "O", "C", "C", "C", "H", "H", "H", "H"], "xyz": [[1.8972, 0.6259, -0.3579], [-1.7210, -0.0637, -0.5532], [-0.2939, 2.2890, 0.0602], [0.1955, 1.2558, -0.0525], [0.8413, -0.9653, 0.1312], [-0.5586, 0.0672, 0.2895], [-1.2674, -0.1550, -1.4815], [-0.7993, 0.1349, 1.4055], [1.0531, -1.4553, 1.1893], [0.6531, -1.7335, -0.6306]]}

5.
{"formula": "C3H4O2S2", "method": "ωB97M-V/def2-TZVPD", "homo_lumo_gap_ev": [9.20, 9.20], "homo_ev": [-9.307, -9.307], "max_force_ev_per_a": 4.51, "elements": ["S", "S", "O", "O", "C", "C", "C", "H", "H", "H", "H"], "xyz": [[-0.0083, -0.2790, -1.5014], [0.4756, 1.3441, -2.3886], [1.0803, -0.7354, -0.4222], [-0.3997, -1.3855, -2.3246], [-1.3653, 0.1455, 0.2669], [-0.4381, 0.1374, 1.1827], [0.9854, -0.0266, 0.7261], [1.3549, 1.0434, 0.6293], [1.5687, -0.4997, 1.3787], [-0.7705, -0.0220, 2.1917], [-2.4830, 0.2779, 0.2616]]}

6.
{"formula": "C3H4O2S2", "method": "ωB97M-V/def2-TZVPD", "homo_lumo_gap_ev": 8.56, "smiles": "O=C[C@@H]1COSS1", "homo_ev": -8.729, "max_force_ev_per_a": 4.12, "elements": ["S", "S", "O", "O", "C", "C", "C", "H", "H", "H", "H"], "xyz": [[-2.9697, -0.0065, -0.3364], [-1.8183, 1.6836, 0.1331], [1.8024, 1.9334, -0.0088], [-1.9156, -1.0134, 0.4857], [-0.6290, -0.6519, 0.0887], [0.7309, 1.4051, -0.2665], [-0.2808, 0.7901, 0.5791], [0.0988, -1.4148, 0.5167], [-0.1432, 0.8296, 1.7216], [0.3459, 1.3226, -1.4156], [-0.4649, -0.7792, -0.9151]]}

Calculated values (eV) of energy above the lowest of the compared OMol25 structures with the same formula, charge and spin for the records, taken in order: 0.126 4.555 7.093 2.196 3.553 1.808.